(1)
This record from OMol25 describes a 2-piece molecular cluster, C4H15N7 overall at a distorted geometry. The level of theory is ωB97M-V/def2-TZVPD.

XYZ file:
```
26
Properties=species:S:1:pos:R:3
C 2.21493 0.16411 0.90153
C 1.83294 -1.26611 0.44901
N 0.31835 -0.52476 -1.34754
H -0.00487 -0.76136 -2.25777
H -2.50658 -3.42460 0.48891
H 1.76686 -1.87079 -1.63235
N 1.26737 -1.43319 -0.87455
H 1.27499 -1.75439 1.19143
H -1.38347 1.29792 -1.83787
H 2.24424 0.24748 1.94718
N -1.91751 -2.56257 0.69198
H 2.70445 -1.90718 0.34467
H -0.98871 -0.39032 1.50423
H -0.40921 3.47333 -0.75707
N -1.72484 -0.29500 0.75032
H -3.43066 -1.09375 0.18712
H 0.75588 1.79201 0.98254
N -0.77612 1.49771 -1.03957
N -0.87912 2.71704 -0.24743
H 1.67942 1.95627 -0.46294
H -2.27472 0.49064 0.64501
C 1.26171 1.17544 0.17009
C 0.18009 0.60485 -0.74134
N -2.48231 -1.44981 0.53688
H 3.13409 0.44772 0.54487
H -1.85720 2.86931 -0.13731
```

Orbital gap ... 6.57 eV
Total charge ... +2
LUMO energy ... -9.26 eV
Molar mass ... 161.213 Da
Multiplicity ... 1
HOMO energy ... -15.8 eV
Relative energy (zero: lowest compared OMol25 entry of this formula, charge and spin) ... 0.00 kcal per mole
E_tot ... -14800.1325 eV



(2)
This record from OMol25 describes C30H28BF6HoN6P as an isolated structure at a distorted geometry. The level of theory is ωB97M-V/def2-TZVPD.

XYZ file:
```
73
Properties=species:S:1:pos:R:3
F 0.98997 -2.24205 1.72270
H -0.40007 4.97310 1.23851
F -0.26868 -3.42628 3.30637
N -1.66137 0.01501 -1.04562
F -1.95889 -3.83650 1.81905
H 0.04554 2.27818 -3.09312
C -4.68683 -3.44267 1.17291
C 0.31178 2.87675 1.30057
N 0.36362 1.89802 0.41615
H 5.00828 -0.05141 2.68979
C 3.50027 -1.10712 -0.14390
N 1.55767 -0.09922 -1.16552
H 4.27367 -0.49615 -2.83662
H 4.70155 -3.98205 0.98409
F 0.22199 -4.45132 1.33623
H -1.23179 3.22462 3.60505
C 3.25482 -0.24920 -2.53838
C 1.57037 1.41219 2.87352
H 0.58262 0.30368 5.85262
H 3.18331 1.46874 -4.82212
H -2.01895 0.64305 -5.25279
Ho 0.13770 -0.39892 0.64753
C 3.84070 -2.46773 -0.08315
C -3.77388 -1.23354 0.98184
C -4.48980 -2.19564 1.71567
C -3.91687 -2.77299 -0.95729
N -1.42350 0.76838 -2.15333
F -1.22503 -1.68740 2.15945
H 5.67707 -2.35288 2.77294
C 4.59391 -0.75558 1.98879
C -2.79715 -0.64047 -1.29478
H 2.32424 1.40954 2.13388
C -3.48541 -1.55769 -0.36959
C -0.85507 4.41921 -1.82869
C -4.44908 -3.80618 -0.16725
C 4.56526 -2.94697 0.95206
B -0.11783 1.51274 -2.19040
C 3.93513 -0.27887 0.88448
C -2.33777 1.25262 -4.40081
H 1.47108 0.94596 -5.16985
C 2.81811 -0.53370 -1.29973
C -0.23687 1.79624 4.83625
H -0.94985 1.91238 5.67166
H -4.58145 -4.79280 -0.44896
H 3.82749 0.78881 0.74659
C -2.38823 0.58614 -3.08218
H -4.20998 -0.48648 -2.91805
N 1.20117 0.64375 -2.31129
C -0.33911 2.61174 3.70580
H -3.46711 -0.29278 1.45166
H -1.62149 5.20341 -1.66049
C -0.20389 4.00276 0.71817
H 2.44605 -0.14564 3.98431
H -4.97335 -4.29235 1.76003
H -3.41742 1.63094 -4.74996
C -3.30299 -0.21989 -2.51298
F -0.74421 -2.64422 0.23772
H -1.64722 2.06936 -4.30634
H -3.70013 -2.94551 -2.00335
N 0.02316 2.41405 -0.81685
C 0.54468 2.33510 2.65338
C 2.22790 0.50273 -3.15692
H 1.83740 2.30563 -4.02950
C 2.20499 1.33591 -4.39974
H 3.44806 -3.07914 -0.90767
C 1.65915 0.59614 3.97761
C 5.02731 -2.11829 1.97524
C 0.67114 0.77941 4.96012
H -4.60346 -1.87791 2.77699
H -1.51996 3.73135 -2.45609
H -0.11732 4.76575 -2.59845
C -0.37316 3.66956 -0.63650
P -0.55197 -3.17545 1.79854
```

Orbital gap (spin up / spin down) ... 7.95 / 3.67 eV
Total charge ... +2
LUMO energy (spin up / spin down) ... -6.05 / -10.32 eV
Molar mass ... 793.300 Da
Multiplicity ... 6
HOMO energy (spin up / spin down) ... -14.0 / -14.0 eV
E_tot ... -92567.5685 eV



(3)
This record from OMol25 describes C33H41N8OSSeW as an isolated structure. The level of theory is ωB97M-V/def2-TZVPD.

XYZ file:
```
86
Properties=species:S:1:pos:R:3
H -1.30217 0.23242 3.31847
H 0.95875 1.19017 3.28578
H 0.32939 1.34099 4.90297
N -1.34676 3.83419 0.24368
C -4.47465 -2.19454 -1.11554
H -0.06628 3.94171 1.88921
H -4.77387 1.42659 -2.73873
C 0.60130 2.78657 -5.54326
H 3.71071 -4.69490 -1.10269
H -2.50523 -3.10227 0.80881
H -2.99010 1.47396 -2.67433
H 5.88002 0.97246 0.71980
H 1.35502 -2.37234 7.22153
H 1.59882 1.25405 -4.40676
H 4.09493 0.73324 -0.98868
H 2.32119 -2.60181 5.76340
C -1.01271 4.01267 -4.27285
W 0.13512 0.01141 -1.73450
C 3.26894 0.05785 2.66656
C -0.37746 3.76416 -5.47562
C -4.72467 -1.35661 -2.13432
Se -0.73199 -0.80619 -3.64168
C 1.68395 -0.56814 6.08642
H -1.73954 4.47939 2.16553
H -0.20336 -1.15033 3.19901
H -2.85328 4.77517 -2.47224
H -5.44608 -1.40442 -2.93064
C 0.57965 -5.10770 -2.30620
C 0.00033 -3.94843 -1.81330
C 1.99399 -0.49239 -2.44291
C 3.01139 -0.31110 4.10652
H -0.63445 4.35370 -6.34546
C 0.65764 0.61200 4.15522
C -1.94122 0.37996 -0.56990
H 0.56913 -2.38002 5.64172
H -1.67529 0.23053 0.47571
H -3.02941 5.17007 0.22699
C 2.08849 -3.32313 -0.82485
H 5.31519 0.48283 3.11975
C 2.66976 -4.48252 -1.31640
N 3.02176 -0.82129 -2.92412
H 3.59505 -1.62790 -3.10121
C 1.46684 -2.07108 6.17930
H 2.59481 -0.29483 6.61838
H 2.67773 -2.62845 -0.23562
H -2.28024 1.41247 -0.69190
N 2.64944 0.15489 0.34737
N -3.44549 -1.63997 -0.37301
C -0.64547 3.16397 -0.69410
H -3.78528 0.53211 -3.92895
H -3.96092 -2.34859 1.51171
C -1.11304 3.74051 1.67417
C -3.85664 0.85781 -2.89383
C 0.87009 2.05123 -4.40564
H 0.85410 -0.02584 6.54271
N 0.24015 2.25366 -3.24338
H -0.93872 -0.73845 4.74333
H 2.36910 -6.28623 -2.44262
C -3.05922 -2.17311 0.92743
C 3.89025 0.53377 0.05785
H -4.93698 -3.12212 -0.82851
C 0.11707 -1.78328 -0.54644
C 0.74437 -3.03377 -1.06929
O 3.91959 -0.85203 4.71991
C 1.91782 -5.37877 -2.06304
H 0.64819 -1.49454 0.36849
N -3.84596 -0.29874 -2.01743
H -1.36713 2.74127 2.02165
N -1.18754 3.51385 -1.89558
C 4.88273 0.67741 1.01509
C -0.51104 -0.31640 3.83326
H 1.14135 2.58711 -6.45741
N 1.80544 -0.08617 4.70566
C -0.64260 3.23301 -3.18327
H -1.73598 4.81042 -4.20349
C -2.25221 4.37784 -1.67679
S 0.65710 2.12346 -0.30312
C -3.02802 -0.49481 -0.95960
H -1.04273 -3.73468 -2.02501
C -2.34580 4.57336 -0.35044
C 2.35707 -0.07448 1.62803
H 1.34817 -0.40542 1.82704
H -2.43375 -1.45276 1.44424
H -0.90332 -1.99587 -0.25114
H -0.01667 -5.80301 -2.88408
C 4.57137 0.42519 2.33715
```

Orbital gap ... 6.72 eV
Total charge ... +1
LUMO energy ... -2.61 eV
Molar mass ... 860.613 Da
Multiplicity ... 1
HOMO energy ... -9.3 eV
Relative energy (zero: lowest compared OMol25 entry of this formula, charge and spin) ... 0.00 kcal per mole
E_tot ... -126856.3497 eV



(4)
This record from OMol25 describes one molecule with the formula C3H8N2O2 at a distorted geometry. The level of theory is ωB97M-V/def2-TZVPD.

XYZ file:
```
15
Properties=species:S:1:pos:R:3
N 0.32117 0.00210 -1.00150
O 0.47034 -2.15697 -1.74920
H -0.08920 -1.73201 0.19975
C -0.98768 1.20978 0.68699
H 1.09484 -0.06522 -1.65960
N -1.17351 0.67250 2.03386
C -0.22254 -1.37377 -0.82902
H -1.07961 2.28471 0.83068
C 0.37342 0.85505 0.08623
O 1.37631 1.34280 0.54322
H -1.29162 -1.31835 -1.04060
H -1.02370 -0.31618 2.14939
H -0.74462 1.21564 2.76045
H -1.79925 0.87960 0.06237
H 0.61215 -3.06328 -1.44493
```

SMILES string ... NCC(=O)NCO
Orbital gap ... 9.65 eV
LUMO energy ... 0.56 eV
Molar mass ... 104.109 Da
Multiplicity ... 1
HOMO energy ... -9.1 eV
Relative energy (zero: lowest compared OMol25 entry of this formula, charge and spin) ... 38.90 kcal per mole
E_tot ... -10315.2653 eV